{"formula": "C54H28F4IN9O5Ti", "method": "ωB97M-V/def2-TZVPD", "e_above_lowest_kcal_mol": 7.0, "lumo_ev": 2.997, "e_tot_ha": -4490.49269, "homo_lumo_gap_ev": 5.23, "charge": -2, "symbols": ["Ti", "O", "C", "C", "C", "C", "C", "C", "C", "O", "N", "N", "C", "C", "C", "C", "C", "C", "C", "O", "H", "H", "H", "H", "H", "H", "H", "H", "H", "H", "C", "C", "C", "C", "C", "C", "C", "C", "C", "C", "C", "C", "C", "C", "C", "N", "H", "H", "H", "H", "H", "H", "H", "H", "H", "H", "F", "C", "C", "F", "C", "C", "C", "F", "C", "C", "C", "N", "C", "N", "F", "C", "C", "N", "C", "N", "N", "C", "C", "C", "C", "N", "C", "C", "H", "H", "H", "H", "I", "C", "C", "C", "C", "C", "C", "C", "O", "O", "H", "H", "H", "H"], "positions_angstrom": [[-1.3802, -0.1656, -0.3252], [-1.7365, 1.3635, -5.7857], [-1.5219, 2.5169, -5.1266], [-1.4052, 3.6856, -5.8772], [-1.1629, 4.8954, -5.2554], [-1.0371, 4.9688, -3.8718], [-1.1638, 3.8146, -3.1229], [-1.4106, 2.5836, -3.7277], [-1.5274, 1.3862, -2.8676], [-1.5448, 1.5363, -1.6085], [-1.6103, 0.2127, -3.4503], [-1.7021, -0.7908, -2.5035], [-1.8641, -1.9546, -3.0168], [-2.0596, -3.1689, -2.2703], [-2.1365, -4.3956, -2.9370], [-2.3390, -5.5726, -2.2495], [-2.5049, -5.5178, -0.8617], [-2.4532, -4.3166, -0.1899], [-2.2024, -3.1099, -0.8731], [-2.0939, -1.9900, -0.2126], [-1.7175, 0.6409, -5.1081], [-1.4894, 3.6098, -6.9537], [-1.0572, 5.7905, -5.8569], [-0.8243, 5.9126, -3.3877], [-1.0626, 3.8330, -2.0455], [-1.8783, -2.0181, -4.1055], [-2.0168, -4.4054, -4.0157], [-2.3733, -6.5200, -2.7704], [-2.6748, -6.4328, -0.3065], [-2.5865, -4.2696, 0.8841], [-5.7288, 0.4972, -0.3176], [-5.8468, 1.7459, 0.2760], [-4.7085, 2.4189, 0.6958], [-3.4522, 1.8488, 0.5240], [-3.3241, 0.5829, -0.0535], [-4.4720, -0.0776, -0.4736], [-2.2046, 2.5186, 0.9477], [-2.1816, 3.8511, 1.4222], [-1.0046, 4.4076, 1.8061], [0.1704, 3.6271, 1.8195], [1.4091, 4.1288, 2.2814], [2.4990, 3.3140, 2.3673], [2.3771, 1.9525, 2.0178], [1.2020, 1.4499, 1.5337], [0.0682, 2.2860, 1.3836], [-1.1043, 1.8006, 0.8685], [-6.6143, -0.0320, -0.6507], [-6.8225, 2.1957, 0.4146], [-4.8212, 3.3863, 1.1704], [-4.3924, -1.0605, -0.9246], [-3.0952, 4.4265, 1.4450], [-0.9541, 5.4396, 2.1357], [1.4683, 5.1714, 2.5725], [3.4540, 3.6973, 2.7037], [3.2342, 1.2989, 2.1232], [1.1282, 0.4040, 1.2758], [3.8482, 3.7315, -1.1868], [4.3252, 2.6218, -0.5971], [5.3036, 2.7719, 0.3625], [5.7116, 4.0277, 0.6291], [5.8395, 1.7028, 1.0959], [5.2835, 0.4650, 0.7394], [4.3064, 0.3233, -0.2251], [3.8688, -0.9226, -0.4902], [3.7706, 1.3945, -0.9294], [2.6298, 1.2565, -1.8677], [1.5020, 0.6337, -1.4289], [0.5220, 0.1282, -1.0353], [2.6061, 1.8711, -3.1440], [2.5859, 2.3699, -4.1863], [5.7331, -0.6591, 1.3309], [6.8527, 1.8610, 2.1138], [7.1976, 0.8372, 3.0316], [7.5171, 0.0469, 3.8152], [7.6010, 3.0523, 2.2890], [8.2458, 3.9948, 2.4808], [1.0182, -7.9523, -0.7111], [1.0252, -6.8099, -0.5830], [1.0233, -5.3786, -0.4182], [1.0690, -4.5424, -1.5237], [1.0130, -3.1741, -1.3117], [0.8984, -2.6237, -0.1082], [0.8932, -3.4349, 0.9466], [0.9550, -4.8152, 0.8491], [1.1258, -4.9515, -2.5228], [1.0271, -2.4813, -2.1472], [0.8121, -2.9529, 1.9125], [0.9317, -5.4392, 1.7323], [0.1385, -4.9007, 7.0622], [-0.3345, -3.4397, 5.6360], [-0.1037, -2.1024, 5.9263], [-0.4411, -1.1402, 4.9858], [-0.9706, -1.5119, 3.7568], [-1.1770, -2.8545, 3.4765], [-0.8746, -3.8279, 4.4201], [-1.3879, -0.4543, 2.7611], [-2.0044, 0.5140, 3.1679], [-1.0410, -0.7290, 1.5445], [0.3285, -1.8137, 6.8744], [-0.2954, -0.0889, 5.1979], [-1.5747, -3.1309, 2.5073], [-1.0509, -4.8737, 4.2058]], "forces_ev_per_a": [[-0.549, 0.004, 0.008], [-0.004, 0.039, -0.051], [0.048, -0.032, 0.041], [-0.010, 0.032, -0.023], [-0.008, -0.028, 0.001], [0.002, 0.008, 0.018], [-0.012, 0.008, -0.030], [-0.018, 0.044, -0.022], [0.024, -0.007, 0.111], [0.029, -0.029, 0.022], [0.014, -0.077, -0.047], [0.045, 0.083, 0.005], [-0.034, -0.040, -0.096], [-0.008, 0.062, -0.021], [0.008, 0.005, -0.077], [-0.011, 0.004, 0.048], [-0.024, -0.012, -0.063], [-0.004, 0.062, 0.118], [0.032, 0.010, 0.060], [0.011, -0.092, -0.147], [-0.021, -0.026, 0.015], [0.005, 0.002, 0.002], [0.002, -0.001, -0.003], [-0.004, 0.000, 0.000], [0.007, 0.001, 0.008], [-0.003, -0.007, 0.024], [-0.006, 0.002, 0.003], [-0.002, -0.003, -0.001], [0.010, -0.001, 0.010], [-0.006, -0.016, -0.028], [0.008, 0.056, 0.025], [0.001, -0.051, -0.029], [-0.048, 0.085, 0.045], [0.029, 0.064, -0.053], [0.040, -0.074, 0.095], [-0.021, -0.052, 0.012], [0.025, 0.001, 0.014], [-0.110, 0.059, -0.056], [0.063, 0.035, 0.034], [-0.060, -0.081, -0.035], [0.011, 0.024, 0.015], [0.010, 0.008, 0.006], [-0.067, 0.008, 0.030], [-0.007, -0.082, 0.029], [0.019, 0.073, -0.035], [0.045, -0.083, 0.050], [0.000, -0.004, -0.002], [0.003, 0.005, 0.002], [0.010, -0.013, -0.016], [0.009, 0.009, 0.003], [0.016, 0.000, -0.005], [-0.018, -0.002, -0.009], [0.007, 0.000, -0.005], [-0.003, -0.008, 0.016], [-0.040, 0.042, 0.020], [0.010, 0.041, 0.024], [0.021, 0.013, 0.035], [-0.063, 0.121, -0.002], [0.011, 0.035, -0.017], [0.011, 0.054, 0.008], [0.103, 0.002, 0.075], [0.052, -0.039, -0.058], [0.046, -0.050, -0.110], [-0.065, -0.048, 0.035], [-0.047, -0.123, -0.089], [0.210, -0.002, 0.150], [-0.199, 0.224, -0.144], [0.346, -0.233, -0.156], [-0.023, -0.023, 0.125], [0.031, -0.015, -0.046], [-0.010, -0.026, -0.010], [0.103, 0.030, 0.108], [-0.057, 0.085, -0.156], [-0.007, -0.018, 0.037], [-0.179, -0.118, -0.035], [0.044, 0.020, -0.021], [-0.004, 0.022, 0.000], [0.006, 0.009, -0.001], [0.026, 0.018, -0.029], [0.022, -0.109, -0.122], [-0.111, 0.164, 0.042], [0.219, -0.225, 0.091], [-0.019, 0.089, -0.070], [-0.038, -0.030, 0.132], [-0.007, 0.029, 0.000], [0.041, 0.000, 0.005], [0.047, -0.015, -0.008], [0.002, 0.025, 0.015], [-0.007, 0.028, -0.028], [0.009, 0.010, 0.016], [-0.009, -0.020, -0.010], [-0.021, -0.013, -0.006], [-0.001, 0.013, -0.002], [0.000, -0.062, 0.017], [0.010, 0.019, -0.028], [0.046, 0.075, 0.189], [0.009, -0.049, -0.066], [0.034, 0.054, 0.039], [0.004, -0.001, 0.002], [-0.007, 0.004, 0.008], [-0.014, 0.022, 0.020], [-0.008, -0.003, 0.002]]}